Record 1
This record from OMol25 describes a 2-piece molecular cluster, C2H5NO3 overall. The level of theory is ωB97M-V/def2-TZVPD.

The charge is 0. The calculation puts the orbital gap at 0.406 Ha. Its HOMO energy is -10.46 eV. The value obtained for the energy above the lowest of the compared OMol25 structures with the same formula, charge and spin is 0.811 eV.

Each line ends with the Mulliken charge.
Cartesian coordinates (Å):
N -0.111191 1.752596 -0.993496  -0.347
C -1.211283 0.959832 -0.879616  0.648
O -2.347220 1.329993 -0.943611  -0.550
O -0.904431 -0.348265 -0.631816  -0.456
H 0.841789 1.457965 -0.966606  0.178
H -0.235519 2.739956 -1.133850  0.209
H -0.081484 -0.590370 -1.058371  0.312
C 1.012409 -1.838945 1.663635  -0.065
O 1.401335 -1.317638 0.658200  -0.389
H 1.230453 -2.889291 1.908341  0.241
H 0.405138 -1.255832 2.377192  0.219

Forces on the atoms, in the same order (eV/Å):
0.06 0.91 -0.26
0.40 -0.58 0.12
-0.13 0.25 0.14
-0.68 0.12 -0.30
0.10 -0.53 0.23
-0.31 -0.09 -0.07
0.43 -0.07 0.19
-0.27 0.36 0.17
0.37 -0.11 -0.34
0.03 -0.07 0.00
-0.01 -0.18 0.13

Record 2
This record from OMol25 describes a 2-piece molecular cluster, C2H5NO3 overall in a non-equilibrium geometry. The level of theory is ωB97M-V/def2-TZVPD.

The charge is 0. The calculation puts the orbital gap at 0.372 Ha. Its HOMO energy is -9.31 eV. The value obtained for the energy above the lowest of the compared OMol25 structures with the same formula, charge and spin is 3.096 eV.

Each line ends with the Mulliken charge.
Cartesian coordinates (Å):
C 1.411963 0.120761 0.795392  -0.383
N 0.255694 0.162544 1.356891  0.197
O -0.704675 0.915379 1.025628  -0.604
H 1.682435 0.872367 0.069818  0.286
H 2.089271 -0.676716 1.033061  0.271
H 0.026954 -0.588001 2.029536  0.260
O -0.676162 -1.647273 -0.837066  -0.476
C -1.055931 -0.550296 -1.114887  0.182
O -0.373276 0.280169 -1.904868  -0.440
H -1.923088 -0.065018 -0.557574  0.335
H -0.733184 1.176085 -1.895930  0.371

Forces on the atoms, in the same order (eV/Å):
0.31 0.13 0.08
0.02 -0.75 -0.48
-0.15 0.59 0.51
-0.24 -0.02 -0.03
0.05 -0.11 0.33
0.17 0.32 -0.15
0.15 -0.25 -0.52
-1.16 0.86 1.82
0.46 -0.05 -0.66
0.61 -0.55 -1.09
-0.22 -0.18 0.20

Record 3
This record from OMol25 describes one molecule with the formula C2H5NO3S in a non-equilibrium geometry. The level of theory is ωB97M-V/def2-TZVPD.

The charge is 0. The calculation puts the orbital gap at 0.413 Ha. Its HOMO energy is -10.99 eV. The value obtained for the energy above the lowest of the compared OMol25 structures with the same formula, charge and spin is 2.896 eV.

Each line ends with the Mulliken charge.
Cartesian coordinates (Å):
C 2.450062 -0.755762 0.445490  -0.123
N 1.491906 -0.119419 0.865373  -0.359
S 0.678896 0.823974 -0.200697  1.291
O 1.344701 0.718790 -1.461318  -0.611
O 0.417608 2.113249 0.385647  -0.606
O -0.714385 0.042871 -0.231752  -0.290
C -1.454827 0.191132 0.984136  -0.616
H 2.854186 -0.702025 -0.599296  0.237
H 3.115118 -1.471593 1.013827  0.239
H -1.281423 -0.807890 1.624589  0.199
H -2.557662 0.319869 0.753619  0.237
H -1.146001 1.112733 1.337793  0.401

Forces on the atoms, in the same order (eV/Å):
4.14 -2.33 -1.94
-1.79 0.59 2.29
-0.54 1.22 -0.83
-0.98 0.15 -0.09
0.66 -0.94 -0.32
0.99 -0.05 -0.91
-1.91 -3.34 0.22
-0.75 0.28 0.59
-1.29 0.91 0.29
-0.37 2.68 -1.11
1.33 -0.54 -0.06
0.48 1.37 1.87

Record 4
This record from OMol25 describes a 2-piece molecular cluster, C2H5NO4 overall. The level of theory is ωB97M-V/def2-TZVPD.

The charge is 0. The calculation puts the orbital gap at 0.393 Ha. Its HOMO energy is -10.58 eV. The value obtained for the energy above the lowest of the compared OMol25 structures with the same formula, charge and spin is 0.786 eV.

Each line ends with the Mulliken charge.
Cartesian coordinates (Å):
N 0.046237 -2.182598 0.264410  -0.346
C -0.184990 -0.871157 0.121296  0.407
O -1.259379 -0.325765 0.216891  -0.615
C 1.124972 -0.118054 -0.190387  0.603
O 2.188024 -0.679437 -0.268943  -0.576
O 0.950710 1.179701 -0.357241  -0.352
H -0.708723 -2.813994 0.474329  0.237
H 0.988365 -2.528144 0.167001  0.228
H 1.791584 1.628153 -0.551014  0.354
O -1.916322 2.515573 0.081525  -0.640
H -0.991970 2.632661 -0.145674  0.295
H -2.028509 1.563062 0.187807  0.406

Forces on the atoms, in the same order (eV/Å):
0.18 -0.27 0.01
-0.07 -0.02 0.01
-0.03 0.05 -0.01
0.62 -0.25 -0.06
-0.20 0.04 0.02
-0.36 0.61 -0.04
-0.01 0.13 -0.02
-0.09 0.03 0.01
-0.03 -0.39 0.06
-0.32 0.25 0.05
0.05 -0.18 0.00
0.25 0.01 -0.06

Record 5
This record from OMol25 describes a 2-piece molecular cluster, C2H5NO4P overall in a non-equilibrium geometry. The level of theory is ωB97M-V/def2-TZVPD.

The charge is -1. The calculation puts the orbital gap at 0.319 Ha. Its HOMO energy is -5.13 eV. The value obtained for the energy above the lowest of the compared OMol25 structures with the same formula, charge and spin is 0.447 eV.

Each line ends with the Mulliken charge.
Cartesian coordinates (Å):
C 0.271648 0.059654 -2.134974  0.879
C 0.181758 -1.110199 1.337768  -0.871
N -0.885153 0.356463 -1.888591  -0.688
O 1.030347 1.353447 2.236213  -0.762
O 1.259997 -0.325202 -2.614120  -0.447
O -1.093634 1.219921 0.798968  -0.552
O 1.173315 0.877461 -0.290303  -0.719
P 0.456191 0.712615 1.031605  0.786
H -0.687822 -1.254100 1.973327  0.262
H 0.047703 -1.639114 0.397308  0.233
H 1.062484 -1.494093 1.842774  0.282
H -1.622354 0.172538 -2.544085  0.175
H -1.194479 1.070609 -0.145891  0.420

Forces on the atoms, in the same order (eV/Å):
0.82 -0.27 -0.47
0.25 0.84 -0.11
-1.12 0.52 0.65
-0.13 -0.06 0.37
0.16 -0.07 -0.07
0.59 -0.08 0.57
-0.17 -0.29 -0.12
-0.12 -0.28 0.13
-0.07 0.01 0.07
-0.08 -0.05 -0.10
0.14 -0.12 0.06
0.14 -0.19 -0.32
-0.42 0.04 -0.67

Record 6
This record from OMol25 describes one molecule with the formula C2H5NO4S in a non-equilibrium geometry. The level of theory is ωB97M-V/def2-TZVPD.

The charge is 0. The calculation puts the orbital gap at 0.317 Ha. Its HOMO energy is -10.81 eV. The value obtained for the energy above the lowest of the compared OMol25 structures with the same formula, charge and spin is 4.493 eV.

Each line ends with the Mulliken charge.
Cartesian coordinates (Å):
C -0.587988 0.264030 0.429183  -0.846
C 0.307825 -1.017529 0.319445  -0.203
N 1.625282 -0.909618 0.631358  0.072
O 3.667028 1.526850 -0.514651  -0.468
O 4.689974 -0.435178 0.496486  -0.504
O 2.066264 0.246945 0.848671  -0.248
O 2.884218 -0.721701 -1.216710  -0.559
S 3.630745 0.166260 -0.273137  1.199
H 0.251433 1.062257 0.519135  0.297
H -1.271002 0.358330 -0.423593  0.292
H -1.203295 0.418842 1.388045  0.280
H -0.108830 -1.926108 0.659483  0.431
H 0.509669 -1.281427 -0.818219  0.257

Forces on the atoms, in the same order (eV/Å):
1.45 0.87 1.44
-2.90 1.72 -2.12
1.99 0.60 1.65
-0.11 3.03 -0.65
-1.26 0.38 -0.42
-1.22 -1.53 0.22
2.20 2.08 1.11
0.92 -5.10 -1.59
-2.12 -0.69 -0.76
0.50 0.19 0.20
1.01 -0.87 -1.31
-0.21 -1.17 0.63
-0.26 0.49 1.60

Record 7
This record from OMol25 describes a 2-piece molecular cluster, C2H5NOS overall in a non-equilibrium geometry. The level of theory is ωB97M-V/def2-TZVPD.

The charge is 0. The calculation puts the orbital gap at 0.306 Ha. Its HOMO energy is -7.91 eV. The value obtained for the energy above the lowest of the compared OMol25 structures with the same formula, charge and spin is 3.859 eV.

Each line ends with the Mulliken charge.
Cartesian coordinates (Å):
C -0.331678 1.748652 -0.381481  0.000
C 0.325858 -0.536801 0.129311  -0.737
N 0.380511 0.595642 -0.638506  -0.140
O -1.144411 4.117011 -1.028116  -0.541
S -0.224110 3.035030 -1.394847  0.191
H -1.215139 1.470930 0.735999  0.198
H -0.640113 -1.142786 -0.142547  0.291
H 1.249012 -1.151543 0.113726  0.290
H 0.073402 -0.146917 1.210393  0.212
H 0.763165 0.487120 -1.573493  0.235

Forces on the atoms, in the same order (eV/Å):
-2.03 -2.57 2.76
-2.82 -1.93 3.36
0.57 2.88 -2.07
-0.57 0.84 0.07
0.08 -0.56 0.54
2.85 1.60 -3.70
1.83 0.33 0.42
-0.70 0.40 0.04
0.90 -1.22 -1.70
-0.13 0.24 0.28

Record 8
This record from OMol25 describes one molecule with the formula C2H5NOS in a non-equilibrium geometry. The level of theory is ωB97M-V/def2-TZVPD.

The charge is 0. The calculation puts the orbital gap at 0.366 Ha. Its HOMO energy is -9.20 eV. The value obtained for the energy above the lowest of the compared OMol25 structures with the same formula, charge and spin is 0.067 eV.

Each line ends with the Mulliken charge.
Cartesian coordinates (Å):
C 1.830348 0.245612 0.021694  -0.798
S 0.562325 -0.937408 -0.043991  -0.158
C -0.861787 0.072032 0.034662  0.636
N -2.061161 -0.581083 0.052159  -0.437
O -0.724144 1.254436 -0.066233  -0.555
H 1.810109 0.745645 0.980607  0.278
H 2.783220 -0.214752 -0.096268  0.332
H 1.624161 0.983278 -0.710097  0.272
H -2.878958 0.002704 -0.047944  0.237
H -2.084112 -1.570467 -0.124586  0.194

Forces on the atoms, in the same order (eV/Å):
-0.15 1.10 0.90
-0.40 -2.65 0.20
-0.06 -0.50 -0.93
0.41 0.20 0.29
-0.49 1.74 0.44
0.09 0.11 0.27
0.58 -0.50 -0.31
0.18 0.72 -0.85
0.08 -0.30 -0.08
-0.24 0.08 0.07

Record 9
This record from OMol25 describes a 2-piece molecular cluster, C2H5NOS overall in a non-equilibrium geometry. The level of theory is ωB97M-V/def2-TZVPD.

The charge is 0. The calculation puts the orbital gap at 0.328 Ha. Its HOMO energy is -9.14 eV. The value obtained for the energy above the lowest of the compared OMol25 structures with the same formula, charge and spin is 3.353 eV.

Each line ends with the Mulliken charge.
Cartesian coordinates (Å):
C -0.362697 -1.083169 1.349360  0.092
C 0.639279 0.717997 -0.630846  -0.361
N -0.819069 -0.012713 0.743793  -0.391
O 0.243993 -1.977998 0.847049  -0.554
S 0.081092 1.459467 -2.102010  -0.148
H -0.775273 -1.245564 2.373549  0.314
H 1.177432 1.281994 0.064137  0.358
H 1.139714 -0.145380 -0.814257  0.303
H -1.431638 0.657883 1.223999  0.206
H 0.107167 0.347483 -3.054775  0.182

Forces on the atoms, in the same order (eV/Å):
-2.00 -0.51 1.66
-3.44 0.02 0.49
1.34 3.08 -2.83
2.09 -1.40 -1.01
-0.10 -1.19 -0.86
0.06 0.34 0.07
0.21 1.36 0.89
0.95 -2.86 -0.22
0.86 -0.37 -0.12
0.02 1.52 1.94

Record 10
This record from OMol25 describes a 2-piece molecular cluster, C2H5NOS overall in a non-equilibrium geometry. The level of theory is ωB97M-V/def2-TZVPD.

The charge is 0. The calculation puts the orbital gap at 0.281 Ha. Its HOMO energy is -8.34 eV. The value obtained for the energy above the lowest of the compared OMol25 structures with the same formula, charge and spin is 7.672 eV.

Each line ends with the Mulliken charge.
Cartesian coordinates (Å):
C -1.049411 0.049357 0.382162  -0.242
C -1.902427 -0.677938 -0.273445  -0.538
N 2.030042 -0.481116 0.404818  -0.363
O 2.553832 0.631537 0.992816  -0.115
S 2.855235 0.437845 -0.598474  0.271
H 1.756669 1.279150 -0.956675  0.197
H 0.049394 -0.004056 0.088708  0.084
H -1.511297 0.863528 0.919856  0.256
H -3.010027 -0.588973 -0.004953  0.184
H -1.772011 -1.509332 -0.954809  0.267

Forces on the atoms, in the same order (eV/Å):
2.01 1.13 -1.28
-3.68 -1.54 0.14
-1.25 -5.08 -0.53
1.33 3.54 1.76
-1.16 1.48 -1.13
1.44 -0.04 -0.15
-1.50 0.17 1.10
0.62 0.11 0.63
1.46 0.10 -0.47
0.73 0.13 -0.08